# 1
14
Properties=species:S:1:pos:R:3 method="wB97M-V/def2-TZVPD" homo_ha=-0.3345 spin_multiplicity=1 de_lowest_kcal_mol=22.83 homo_lumo_gap_ev=9.9 smiles="O=CCCS.O" lumo_ev=0.8
O 1.98 -0.35 0.53
C 1.53 -0.63 -0.54
C 0.06 -0.93 -0.79
C -0.84 -0.83 0.44
S -2.44 -0.07 -0.06
H 2.12 -0.80 -1.45
H 0.03 -1.91 -1.24
H -0.20 -0.13 -1.50
H -0.99 -1.84 0.83
H -0.46 -0.19 1.23
H -2.77 0.46 1.16
H 0.63 3.21 0.60
H 0.77 1.64 0.67
O 0.57 2.37 0.12

***

# 2
20
Properties=species:S:1:pos:R:3 method="wB97M-V/def2-TZVPD" homo_ha=-0.3450 spin_multiplicity=1 de_lowest_kcal_mol=109.34 homo_lumo_gap_ev=10.0 smiles=N#C[C@]12[C@@H]3CC[C@H]1[C@H]2N3.O lumo_ev=0.6
N -2.54 1.39 1.20
C -1.65 0.65 0.88
C -0.59 0.36 -0.05
C 0.89 0.66 0.09
C 1.70 -0.61 -0.17
C 0.67 -1.63 -0.70
C -0.51 -0.76 -1.12
N -0.11 0.26 -2.13
C 0.11 1.23 -1.07
H 1.19 1.37 0.85
H 2.50 -0.41 -0.90
H 2.18 -0.95 0.75
H 1.05 -2.22 -1.55
H 0.36 -2.33 0.09
H -1.43 -1.30 -1.38
H 0.73 0.01 -2.66
H -0.01 2.30 -1.23
O -1.56 0.28 3.14
H -0.63 0.60 3.13
H -2.37 1.11 2.83

***

# 3
53
Properties=species:S:1:pos:R:3 method="wB97M-V/def2-TZVPD" homo_ha=-0.3339 spin_multiplicity=1 de_lowest_kcal_mol=60.93 homo_lumo_gap_ev=9.8 smiles="COCCCNC(=O)[C@@H]1[C@H]2C(=O)N(Cc3ccc(C)cc3)C[C@]23C=C[C@H]1O3" lumo_ev=0.7
C -2.26 2.18 2.31
H -2.90 3.05 2.36
O -1.21 2.38 3.22
C -0.30 1.31 3.25
C 0.86 1.68 4.17
H 1.40 2.52 3.73
H 0.45 2.01 5.13
C 1.81 0.51 4.41
N 2.30 -0.03 3.16
C 2.13 -1.32 2.81
O 1.70 -2.18 3.55
C 2.48 -1.56 1.35
C 1.32 -1.14 0.44
C 1.54 0.00 -0.53
O 1.95 1.11 -0.24
N 1.18 -0.43 -1.75
C 1.10 0.43 -2.91
C -0.34 0.77 -3.22
C -1.07 1.53 -2.32
C -2.41 1.81 -2.55
C -3.04 1.34 -3.70
C -2.30 0.58 -4.60
C -0.97 0.29 -4.36
H -0.41 -0.31 -5.07
H -2.77 0.20 -5.49
C -4.48 1.65 -3.98
H -4.93 2.16 -3.14
H -5.03 0.73 -4.17
H -4.56 2.28 -4.86
H -2.96 2.40 -1.84
H -0.59 1.90 -1.42
H 1.65 1.34 -2.65
H 1.58 -0.06 -3.76
C 0.73 -1.81 -1.82
C 1.18 -2.38 -0.49
C 0.48 -3.43 0.34
C 1.40 -3.81 1.23
H 1.32 -4.48 2.06
C 2.65 -3.04 0.88
H 3.60 -3.49 1.14
O 2.52 -2.87 -0.52
H -0.55 -3.69 0.25
H 1.22 -2.32 -2.65
H -0.36 -1.87 -1.94
H 0.40 -0.95 1.01
H 3.39 -1.01 1.08
H 2.59 0.63 2.46
H 1.31 -0.31 4.93
H 2.66 0.84 5.02
H -0.79 0.39 3.61
H 0.08 1.12 2.23
H -2.84 1.28 2.56
H -1.87 2.07 1.28